Entry 1:
The following is a DFT calculation (wB97M-V/def2-TZVPD) of a structure of composition C44H53BrCl2FGeIN8O6SeSi3Tl.

XYZ file:
```
122
Properties=species:S:1:pos:R:3:forces:R:3
Tl -1.12267 0.11573 -0.84736 0.36 0.68 -0.07
Cl -8.20171 0.75006 -2.79572 -0.07 0.02 0.08
C -6.46309 0.80356 -2.92758 0.13 -0.05 -0.18
C -5.70227 1.04433 -1.80265 0.07 0.02 0.04
C -4.30003 1.10316 -1.83745 -0.44 0.14 -0.45
N -3.56498 1.25168 -0.68304 0.57 -0.43 0.44
C -4.07536 1.82365 0.40159 0.02 0.18 -0.48
O -5.06704 2.56893 0.50053 -0.10 -0.11 0.19
C -3.34070 1.52524 1.69667 -0.13 0.14 0.34
C -4.03149 1.72418 2.89499 -0.05 0.01 0.05
C -3.37727 1.50091 4.09208 0.08 -0.05 -0.04
C -2.05718 1.06888 4.06762 -0.01 -0.03 0.05
C -1.46700 0.84784 2.83468 0.03 0.04 0.03
N -2.08823 1.09034 1.68965 -0.02 -0.18 -0.27
C -3.64944 0.87504 -3.09036 -0.47 0.10 -0.03
C -4.45531 0.63749 -4.21523 0.04 0.04 -0.04
C -5.83371 0.61043 -4.14754 -0.08 -0.03 0.24
Cl -6.75732 0.33251 -5.59923 0.00 -0.03 -0.13
N -2.27400 0.77726 -3.14272 0.73 -0.33 0.37
C -1.59434 0.86816 -4.28672 -0.32 0.17 0.14
O -1.97903 1.29423 -5.39038 0.08 -0.13 -0.10
C -0.16934 0.34430 -4.23249 0.16 -0.05 -0.08
C 0.39435 -0.16365 -5.40256 -0.03 -0.01 -0.14
C 1.66208 -0.71449 -5.36200 -0.07 0.03 0.02
C 2.35031 -0.72671 -4.15737 0.03 0.06 0.01
C 1.72915 -0.16733 -3.05521 0.07 0.06 0.06
N 0.50820 0.35313 -3.09071 -0.17 -0.05 0.03
H -6.20028 1.19575 -0.85715 -0.01 0.06 -0.04
H -5.05721 2.06071 2.85257 0.02 0.06 -0.05
H -3.88303 1.66001 5.03810 -0.01 0.02 -0.01
H -1.49842 0.91690 4.98094 0.01 -0.09 0.03
H -0.45094 0.46854 2.74544 -0.02 0.01 0.03
H -3.97835 0.49323 -5.17218 0.01 0.03 0.01
H -0.17847 -0.11870 -6.31818 -0.04 0.02 0.03
H 2.10382 -1.12921 -6.26064 0.02 -0.01 0.01
H 3.34581 -1.14321 -4.06995 -0.01 -0.02 0.00
H 2.21880 -0.13166 -2.08659 0.01 -0.02 -0.03
Br -1.90202 -5.46785 -0.87608 0.15 -0.10 0.14
C -1.89542 -4.55482 -2.52281 -0.10 0.14 -0.11
C -1.23717 -5.13913 -3.59154 0.06 -0.01 0.00
C -1.23641 -4.50699 -4.82555 0.03 -0.03 -0.02
C -1.91978 -3.31365 -4.99664 0.03 0.04 0.02
C -2.57988 -2.72974 -3.92594 0.04 0.12 -0.09
C -2.54997 -3.33800 -2.68353 -0.19 -0.17 0.44
I -3.51580 -2.39674 -1.08096 -0.01 -0.03 -0.27
H -0.71931 -6.07672 -3.43891 0.04 0.04 -0.03
H -0.69393 -4.95100 -5.65131 -0.03 -0.01 0.00
H -1.93448 -2.81762 -5.95801 0.02 0.01 -0.02
H -3.10956 -1.79472 -4.05339 0.02 0.06 0.03
C -3.62167 -2.52058 3.66741 -0.22 0.00 -0.18
N -2.48098 -2.27188 4.51555 0.22 0.09 0.20
C -2.54421 -1.81866 5.81700 -0.01 0.01 0.08
C -1.27923 -1.63195 6.23974 0.03 0.00 0.14
N -0.44087 -1.97207 5.19721 -0.34 0.05 -0.07
C 0.99484 -1.81025 5.16836 0.16 0.01 -0.05
C -1.18077 -2.36646 4.12163 0.02 -0.11 0.10
Se -0.54997 -2.93504 2.51797 0.09 -0.02 -0.38
H -4.33849 -3.15968 4.18389 0.03 0.01 0.03
H -3.27821 -3.01784 2.76233 0.06 0.01 0.02
H -4.10255 -1.58010 3.39027 0.04 0.01 0.01
H -3.47888 -1.66061 6.32429 -0.01 -0.01 -0.02
H -0.89991 -1.29542 7.18807 -0.01 0.02 -0.01
H 1.39705 -1.91476 6.17491 -0.07 -0.01 0.02
H 1.26025 -0.83074 4.76616 0.02 -0.03 -0.02
H 1.41836 -2.57202 4.51654 0.01 0.00 0.02
C 2.04343 5.41060 1.79416 0.08 -0.30 -0.32
Si 0.87820 3.88983 1.74782 -0.42 0.47 0.60
C 0.98500 3.21704 3.53393 0.14 -0.26 -0.33
C -0.87325 4.62120 1.61811 0.16 -0.25 -0.22
Ge 1.34559 2.23850 0.01311 0.43 0.38 0.17
Si 2.18951 3.77367 -1.68812 0.12 0.54 -0.76
C 3.82138 4.72237 -1.33626 -0.18 -0.31 0.45
C 0.90037 5.14478 -1.99360 -0.03 -0.28 0.24
C 2.54597 3.05976 -3.41603 -0.22 -0.24 0.34
Si 3.34570 1.23694 0.93269 0.58 -0.57 0.33
C 4.55530 2.48930 1.74056 -0.42 0.16 -0.28
C 4.42602 0.35729 -0.36710 -0.35 0.11 -0.08
C 2.99466 0.00083 2.33441 -0.35 0.19 -0.15
H 1.92589 5.97497 2.72255 -0.14 -0.08 0.06
H 1.83469 6.08634 0.96165 0.02 -0.01 -0.02
H 3.09014 5.10855 1.71773 0.01 0.03 0.06
H 0.85915 4.01387 4.27107 -0.01 0.14 -0.11
H 1.94493 2.73026 3.72508 0.00 -0.01 0.02
H 0.19644 2.48524 3.70336 0.05 0.00 0.04
H -1.21336 5.03643 2.56983 0.09 0.01 0.06
H -1.58748 3.85240 1.31527 -0.03 0.02 0.01
H -0.91434 5.41515 0.86905 0.01 -0.01 -0.04
H 3.81718 5.19966 -0.35454 0.04 0.01 -0.04
H 3.96957 5.50344 -2.08618 -0.12 -0.04 -0.11
H 4.68359 4.05167 -1.37495 0.00 -0.02 -0.01
H 0.97612 5.94296 -1.25136 -0.01 -0.01 0.04
H -0.11023 4.73388 -1.93922 -0.03 0.04 -0.03
H 1.02704 5.58980 -2.98289 0.08 -0.02 -0.03
H 3.32838 2.29879 -3.38215 0.00 -0.05 -0.02
H 2.86597 3.84233 -4.10844 0.02 0.14 0.13
H 1.64896 2.59581 -3.82606 0.01 -0.05 -0.07
H 4.86893 3.25072 1.02217 0.03 0.03 0.03
H 5.45037 1.98353 2.11174 -0.04 -0.13 -0.03
H 4.08220 3.00170 2.58178 0.02 0.02 0.01
H 4.57053 1.00438 -1.23706 0.05 -0.01 -0.04
H 3.93751 -0.55905 -0.70477 -0.04 0.04 0.03
H 5.40994 0.09023 0.02559 0.01 0.07 0.13
H 2.79335 0.52988 3.27019 0.03 0.04 0.02
H 3.83134 -0.68145 2.50818 0.10 0.05 -0.06
H 2.11471 -0.59271 2.07698 0.03 -0.03 0.03
F 3.37759 -4.14518 3.48037 -0.08 -0.06 0.08
C 3.01750 -4.64309 2.28046 0.04 0.32 -0.08
C 2.77502 -3.81108 1.25379 0.10 -0.20 0.33
N 2.45881 -4.26802 0.00612 -0.12 -0.24 0.02
C 2.33043 -3.30673 -1.08520 -0.35 0.57 -0.20
C 1.21706 -2.23163 -0.79882 0.16 -0.65 -0.49
O 0.16810 -2.36998 -1.45817 -0.03 0.15 0.27
O 1.53924 -1.34851 0.02028 0.02 0.01 0.11
C 2.31197 -5.61817 -0.24788 0.19 0.22 -0.23
O 2.07761 -6.08845 -1.34373 -0.07 -0.04 0.10
N 2.51466 -6.42596 0.85643 -0.09 0.00 0.15
C 2.90630 -6.07344 2.14757 0.01 -0.14 -0.19
O 3.12535 -6.92497 2.98928 -0.05 0.08 0.07
H 2.80472 -2.73374 1.36520 0.01 0.02 -0.06
H 2.10001 -3.85243 -1.99310 -0.01 -0.06 0.06
H 3.27569 -2.76686 -1.19083 0.06 -0.13 -0.03
H 2.36519 -7.40883 0.68945 0.07 -0.03 0.00
```
Positions in Å, forces in eV/Å.

* spin multiplicity: 2
* total energy: -12009.527404 hartree
* expectation value of S²: 0.76
* charge: -2
* gap between HOMO and LUMO (spin up / spin down): 5.55 / 4.77 eV
* HOMO level (spin up / spin down): -1.96 / -2.06 eV

Entry 2:
The following is a DFT calculation (wB97M-V/def2-TZVPD) of a structure of composition C44H53F3IN3O2S.

XYZ file:
```
107
Properties=species:S:1:pos:R:3:forces:R:3
C -7.84945 -7.22589 -1.94761 0.04 0.51 -0.54
O -7.78853 -6.36586 -3.11141 -0.19 -0.23 0.78
C -7.14853 -5.16974 -3.01365 0.70 0.28 0.15
C -6.47357 -4.71751 -1.85301 -0.57 -0.54 -0.58
C -5.66050 -3.59770 -1.94062 0.29 0.88 -0.74
C -5.52530 -2.88283 -3.15565 -0.94 -1.01 0.43
C -4.57869 -1.81259 -3.32888 0.46 -0.80 -1.80
N -3.96648 -1.64876 -4.56902 0.24 2.55 1.41
C -3.87638 -2.55259 -5.68522 0.39 -0.36 -0.82
C -4.15480 -2.06986 -6.97386 -0.27 0.18 -0.16
C -4.46736 -0.60619 -7.32772 -0.04 -0.15 0.55
C -5.89743 -0.45319 -7.83893 -0.10 -0.11 -0.03
C -3.44750 -0.04305 -8.31963 0.10 -0.09 0.07
C -4.15645 -2.98737 -8.02607 0.13 -0.11 0.01
C -3.82075 -4.32258 -7.84286 -0.15 0.08 0.01
C -3.44033 -4.77062 -6.58324 -0.06 0.38 -0.16
C -3.43352 -3.89078 -5.50296 0.40 0.38 0.38
C -2.78171 -4.36971 -4.20528 -0.60 0.30 0.07
C -1.25660 -4.33250 -4.31306 0.03 0.12 -0.13
C -3.28948 -5.75585 -3.81432 -0.07 -0.10 0.16
N -3.35843 -0.44748 -4.64472 0.71 -1.77 0.15
N -3.43552 0.06723 -3.40032 -0.48 -0.96 -0.87
C -2.83491 1.35099 -3.15306 0.02 0.03 -0.50
C -3.49490 2.51143 -3.60232 -0.47 -0.15 0.26
C -4.69669 2.41798 -4.54916 0.26 -0.38 -0.07
C -4.77102 3.57121 -5.55471 0.14 0.04 0.07
C -6.03525 2.25572 -3.84102 -0.12 -0.08 0.21
C -2.98475 3.74100 -3.18602 0.22 -0.04 -0.09
C -1.69664 3.80538 -2.66003 0.09 -0.04 -0.06
C -0.94472 2.64189 -2.49667 -0.20 0.09 0.26
C -1.54220 1.38882 -2.61459 0.21 -0.24 -0.02
C -0.81095 0.09659 -2.22324 -0.43 0.02 -0.48
C -0.88390 -0.17982 -0.72482 -0.11 0.13 0.24
C 0.62787 0.01047 -2.72946 -0.10 0.09 -0.10
C -4.11317 -0.78103 -2.50580 0.05 2.15 1.96
C -4.26270 -0.45167 -1.16170 -0.23 -0.63 -1.46
C -6.35103 -3.26650 -4.25086 0.55 0.54 0.49
C -7.11436 -4.40046 -4.20377 -0.27 -0.78 0.87
H -8.32704 -8.13152 -2.32445 0.10 0.09 0.22
H -6.84432 -7.45184 -1.55864 -0.26 0.07 -0.20
H -8.45995 -6.78017 -1.14676 0.16 -0.07 -0.27
H -6.56159 -5.26062 -0.90781 0.07 0.21 -0.40
H -5.09610 -3.23019 -1.08210 -0.13 -0.31 -0.15
H -4.36462 -0.01566 -6.41257 -0.15 -0.19 -0.38
H -6.61042 -0.87267 -7.11748 0.06 0.11 -0.17
H -6.13661 0.60732 -7.98705 0.02 -0.20 -0.02
H -6.02625 -0.97877 -8.79422 -0.08 0.14 0.16
H -2.43226 -0.16130 -7.92457 -0.13 0.03 -0.12
H -3.50648 -0.55082 -9.29052 0.04 0.12 0.14
H -3.63142 1.02637 -8.47312 0.01 -0.16 -0.03
H -4.42335 -2.61794 -9.01426 0.10 -0.17 0.12
H -3.83507 -5.01107 -8.68372 0.00 0.12 0.10
H -3.11419 -5.80428 -6.44709 -0.10 0.40 -0.02
H -3.07639 -3.66756 -3.42102 0.11 -0.17 0.00
H -0.91816 -3.33365 -4.61404 0.01 -0.18 0.02
H -0.80097 -4.56814 -3.34471 -0.06 -0.03 -0.15
H -0.90483 -5.05921 -5.05690 -0.01 0.14 0.13
H -4.38041 -5.80702 -3.91204 0.17 -0.04 0.05
H -2.84158 -6.53172 -4.44937 -0.11 0.09 0.19
H -3.03318 -5.97379 -2.77010 0.01 -0.02 -0.22
H -4.51222 1.50364 -5.13240 -0.14 0.29 0.15
H -3.79786 3.76863 -6.01603 -0.12 0.00 0.07
H -5.47724 3.31633 -6.35432 0.07 0.07 0.19
H -5.12224 4.49156 -5.07256 0.06 -0.09 -0.13
H -6.01916 1.41209 -3.14289 -0.02 0.11 -0.03
H -6.27356 3.16811 -3.27870 -0.04 -0.18 -0.06
H -6.82980 2.07939 -4.57907 0.13 0.08 0.19
H -3.57762 4.64999 -3.31243 0.31 -0.25 -0.20
H -1.26112 4.77311 -2.40744 -0.08 -0.22 -0.12
H 0.11032 2.70066 -2.24729 -0.15 0.03 0.16
H -1.36650 -0.70401 -2.72670 0.17 -0.01 0.11
H -1.92421 -0.34342 -0.42076 0.32 0.02 0.01
H -0.30757 -1.08565 -0.49654 -0.10 0.19 0.04
H -0.47748 0.66142 -0.14577 0.02 -0.19 -0.09
H 0.66633 0.18338 -3.80939 0.11 0.05 0.12
H 1.28620 0.72432 -2.22135 -0.04 -0.09 -0.10
H 1.00269 -1.00058 -2.53356 0.03 0.20 -0.01
H -3.88580 0.49875 -0.80447 -0.22 -0.14 0.04
H -4.95401 -1.05114 -0.59434 0.08 0.10 0.33
H -6.38142 -2.63836 -5.14004 0.11 -0.22 0.14
H -7.69372 -4.74406 -5.05638 0.07 0.09 0.14
C 2.21126 3.42077 4.02616 0.52 -0.17 -0.35
C 0.74283 3.26663 4.38753 0.04 0.26 0.26
C 0.53156 4.20290 5.55706 -0.59 0.47 0.36
C -0.20232 3.48930 3.20863 0.17 0.13 0.08
C -1.57874 3.75526 3.30140 -0.37 0.36 0.06
I -2.84844 3.96963 5.01390 -0.11 0.32 -0.43
C -2.34720 3.94954 2.15762 0.20 -0.32 -0.52
C -1.80206 3.75977 0.89070 0.22 0.04 0.27
C -0.43830 3.49322 0.78019 0.02 0.22 -0.06
C 0.34965 3.39737 1.92291 -0.33 0.13 -0.35
O 0.64907 1.87931 4.80190 -1.31 -1.08 0.54
S -0.89150 1.21849 5.13498 1.79 0.17 0.61
C -0.89510 1.29784 6.99043 0.12 0.27 0.34
F -1.22451 2.53253 7.47972 0.38 -1.18 -0.22
F -1.83852 0.42559 7.44584 0.83 0.71 -0.50
F 0.30803 0.97153 7.53420 -1.15 0.25 -0.53
H 2.38841 4.45298 3.70074 0.02 -0.27 -0.06
H 2.85297 3.23179 4.89475 -0.34 0.02 -0.05
H 2.52680 2.72486 3.24439 0.00 0.11 0.16
H 0.89549 5.20538 5.27812 -0.15 -0.32 0.14
H -0.53302 4.29915 5.81984 0.86 -0.03 0.18
H 1.10987 3.84221 6.42084 -0.23 0.13 -0.25
H -3.38636 4.23289 2.26402 0.04 -0.15 -0.09
H -2.44297 3.83187 0.01642 0.18 0.05 0.06
H 0.03900 3.41790 -0.19957 -0.26 -0.05 0.38
H 1.42672 3.28116 1.78702 -0.53 -0.08 0.12
```
Positions in Å, forces in eV/Å.

* total energy: -3018.536550 hartree
* gap between HOMO and LUMO: 6.29 eV
* HOMO level: -6.03 eV